# C42H44FeN2O2PS2

A structure of composition C42H44FeN2O2PS2 (ωB97M-V/def2-TZVPD, the OMol25 dataset).

The HOMO energy (alpha / beta) comes out at -13.95 / -13.95 eV. Its spin multiplicity is 2. Its charge is +2. As for the energy above the lowest of the compared OMol25 structures with the same formula, charge and spin: 0.00 kcal/mol. The expectation value of S² is 0.83.

XYZ file:
```
94
Properties=species:S:1:pos:R:3:mulliken_charge:R:1
Fe -0.967 0.242 -0.186 1.169
C -1.259 5.332 -0.347 -1.579
C -0.545 4.086 0.194 0.768
C 0.068 4.359 1.562 -1.608
C -1.499 2.916 0.177 0.925
C -1.930 2.392 -1.061 -0.881
C -2.887 1.383 -1.142 -0.820
C -3.331 0.726 0.017 0.974
C -4.421 -0.305 -0.017 -1.532
C -2.779 1.153 1.238 -1.182
C -1.961 2.285 1.322 -0.552
H -0.557 6.163 -0.403 0.439
H -2.073 5.623 0.318 0.393
H -1.674 5.177 -1.344 0.355
H 0.266 3.826 -0.498 0.249
H -0.693 4.662 2.285 0.408
H 0.777 5.182 1.483 0.458
H 0.606 3.493 1.947 0.250
H -1.562 2.841 -1.976 0.712
H -3.268 1.083 -2.109 0.551
H -4.235 -1.091 -0.749 0.212
H -5.360 0.176 -0.296 0.441
H -4.554 -0.772 0.958 0.354
H -3.092 0.651 2.147 0.473
H -1.606 2.607 2.291 0.425
O 1.754 1.019 2.705 -0.619
C 0.825 0.542 2.112 0.268
O 0.375 1.006 0.963 -0.404
C 0.059 -0.672 2.627 -1.189
P -0.637 -1.517 1.184 1.671
C -2.049 -2.499 1.741 1.355
C -2.329 -2.557 3.109 -0.953
C -3.402 -3.302 3.576 -0.826
C -4.204 -4.004 2.689 -0.755
C -3.927 -3.963 1.329 -1.222
C -2.862 -3.217 0.856 0.042
C 0.660 -2.614 0.561 0.646
C 1.990 -2.190 0.621 -0.685
C 3.000 -3.007 0.137 -0.885
C 2.694 -4.242 -0.421 -0.748
C 1.373 -4.665 -0.488 -0.794
C 0.359 -3.856 0.006 -0.359
H -0.778 -0.267 3.203 0.543
H 0.667 -1.303 3.271 0.530
H -1.710 -2.044 3.831 0.477
H -3.601 -3.339 4.638 0.465
H -5.039 -4.585 3.056 0.459
H -4.545 -4.514 0.632 0.509
H -2.673 -3.196 -0.207 0.269
H 2.256 -1.232 1.049 0.420
H 4.030 -2.684 0.218 0.549
H 3.486 -4.888 -0.778 0.449
H 1.136 -5.638 -0.900 0.477
H -0.662 -4.216 -0.004 0.450
S 0.890 0.313 -1.498 -0.248
C 0.859 -1.060 -2.477 0.217
N 1.923 -1.613 -2.991 0.734
C 1.788 -2.798 -3.847 -0.798
C 0.567 -2.657 -4.713 -0.724
N -0.606 -2.374 -3.874 0.336
C -1.883 -2.919 -4.368 -1.227
C -1.913 -4.422 -4.249 0.267
C -2.211 -5.206 -5.355 -0.481
C -2.261 -6.589 -5.234 -0.658
C -2.009 -7.189 -4.011 -0.596
C -1.704 -6.408 -2.903 -0.683
C -1.659 -5.029 -3.021 0.539
C -0.481 -1.664 -2.784 -0.575
S -1.756 -1.341 -1.730 0.030
C 3.296 -1.101 -2.804 -1.490
C 3.791 -0.451 -4.073 0.409
C 4.836 -1.025 -4.785 -0.165
C 5.288 -0.434 -5.959 -0.731
C 4.691 0.726 -6.424 -0.449
C 3.644 1.303 -5.715 -0.841
C 3.197 0.719 -4.541 -0.164
H 1.738 -3.686 -3.210 0.198
H 2.673 -2.858 -4.477 0.533
H 0.376 -3.590 -5.241 0.548
H 0.687 -1.854 -5.444 0.309
H -1.970 -2.613 -5.412 0.478
H -2.692 -2.454 -3.810 0.390
H -2.409 -4.740 -6.313 0.419
H -2.497 -7.195 -6.098 0.413
H -2.049 -8.266 -3.919 0.426
H -1.513 -6.880 -1.948 0.481
H -1.425 -4.416 -2.156 0.174
H 3.914 -1.963 -2.551 0.511
H 3.288 -0.416 -1.959 0.758
H 5.315 -1.925 -4.417 0.418
H 6.110 -0.879 -6.504 0.411
H 5.045 1.188 -7.335 0.412
H 3.188 2.218 -6.071 0.432
H 2.397 1.188 -3.977 0.447
```

# C43H63CsN5O6S

A structure of composition C43H63CsN5O6S (ωB97M-V/def2-TZVPD, the OMol25 dataset).

The HOMO energy comes out at -2.83 eV. Its charge is -1. As for the energy above the lowest of the compared OMol25 structures with the same formula, charge and spin: 108.28 kcal/mol.

XYZ file:
```
119
Properties=species:S:1:pos:R:3:mulliken_charge:R:1
Cs -1.063 0.856 1.113 1.786
C 3.398 1.415 -0.419 -0.845
C 2.705 2.406 0.520 -0.658
O 1.716 1.808 1.311 -0.088
C 2.080 1.157 2.499 -1.369
C 2.479 -0.292 2.293 -0.254
O 1.437 -1.054 1.657 0.087
C 2.059 -2.050 0.923 -1.413
C 0.253 -2.254 -0.886 -0.310
O 1.099 -1.986 -1.934 -0.397
C 1.138 -0.643 -2.433 -0.761
C 2.453 0.037 -2.153 -0.576
O 2.450 0.440 -0.804 0.249
H 4.258 0.930 0.060 0.227
H 3.774 1.958 -1.294 0.653
H 2.177 3.158 -0.067 0.175
H 3.453 2.916 1.143 0.358
H 1.220 1.243 3.169 0.384
H 2.927 1.667 2.980 0.316
H 2.712 -0.745 3.264 0.435
H 3.384 -0.339 1.679 0.337
H 2.597 -2.760 1.553 0.552
H 2.690 -1.619 0.148 0.485
H -0.276 -1.398 -0.466 0.050
H -0.437 -3.059 -1.101 0.321
H 0.320 -0.051 -2.014 0.387
H 0.989 -0.717 -3.512 0.429
H 2.558 0.909 -2.809 0.472
H 3.282 -0.652 -2.370 0.225
N -3.013 3.295 2.994 -0.363
C -1.829 3.429 2.290 -0.207
S -0.373 3.445 3.198 -0.328
N -2.046 3.612 1.005 -0.909
N -1.109 3.444 0.046 0.640
C -1.165 4.303 -0.897 -1.423
C -0.444 4.162 -2.175 1.276
C -0.651 5.165 -3.129 -0.939
C -0.044 5.071 -4.365 -0.257
C 0.758 3.971 -4.626 -1.085
C 0.912 3.032 -3.618 0.228
N 0.343 3.106 -2.417 0.110
H -2.901 3.009 3.950 0.263
H -3.811 2.945 2.486 0.232
H -1.827 5.163 -0.795 0.200
H -1.294 6.000 -2.884 0.378
H -0.200 5.839 -5.113 0.408
H 1.251 3.834 -5.579 0.401
H 1.531 2.159 -3.801 0.189
C -6.784 -3.878 3.491 -1.764
C -6.096 -4.444 2.240 2.102
C -7.161 -4.717 1.170 -1.808
C -5.457 -5.780 2.623 -2.113
C -5.067 -3.441 1.712 -1.387
C -3.701 -3.737 1.627 0.309
C -2.773 -2.815 1.153 -0.740
N -1.403 -3.011 1.011 0.156
C -0.677 -4.012 1.427 -0.438
C -0.958 -5.071 2.362 -0.667
C -0.086 -6.115 2.575 -0.414
C 1.114 -6.199 1.857 -0.597
C 1.524 -5.181 0.986 -0.167
C 0.658 -4.106 0.899 0.067
O 1.098 -2.873 0.229 1.570
C 2.845 -5.416 0.220 2.336
C 2.776 -6.809 -0.432 -1.782
C 4.019 -5.391 1.207 -1.627
C 3.151 -4.449 -0.928 -1.822
C -0.406 -7.225 3.586 2.149
C -0.433 -8.581 2.867 -1.743
C -1.759 -7.025 4.268 -2.123
C 0.680 -7.253 4.670 -1.736
C -3.225 -1.546 0.617 0.710
O -2.345 -0.766 0.057 -1.264
C -4.590 -1.213 0.795 -0.624
C -5.463 -2.175 1.324 -0.187
C -5.214 0.155 0.447 2.339
C -5.841 0.750 1.719 -1.862
C -4.225 1.193 -0.091 -0.832
C -6.316 -0.019 -0.610 -1.801
H -7.528 -4.581 3.880 0.466
H -7.290 -2.936 3.271 0.312
H -6.048 -3.683 4.274 0.345
H -7.906 -5.432 1.534 0.448
H -6.700 -5.125 0.268 0.359
H -7.679 -3.799 0.888 0.328
H -6.228 -6.467 2.985 0.513
H -4.717 -5.656 3.416 0.375
H -4.961 -6.250 1.771 0.375
H -3.358 -4.719 1.904 0.861
H -1.864 -4.994 2.937 0.878
H 1.749 -7.064 1.983 0.391
H 2.575 -7.602 0.284 0.326
H 3.728 -7.024 -0.924 0.468
H 1.987 -6.834 -1.187 0.411
H 3.900 -6.152 1.980 0.273
H 4.097 -4.423 1.708 0.265
H 4.959 -5.575 0.680 0.470
H 2.308 -4.315 -1.603 0.290
H 3.980 -4.867 -1.507 0.599
H 3.477 -3.465 -0.594 0.139
H -1.164 -8.572 2.056 0.347
H -0.707 -9.375 3.568 0.479
H 0.538 -8.831 2.439 0.323
H -2.577 -7.018 3.545 0.344
H -1.795 -6.087 4.826 0.375
H -1.936 -7.841 4.973 0.513
H 1.669 -7.411 4.238 0.311
H 0.485 -8.059 5.385 0.444
H 0.702 -6.308 5.218 0.360
H -6.511 -1.909 1.429 0.261
H -5.080 0.864 2.495 0.295
H -6.627 0.112 2.128 0.312
H -6.277 1.733 1.508 0.494
H -3.417 1.370 0.616 -1.096
H -4.741 2.142 -0.266 0.543
H -3.770 0.849 -1.019 0.364
H -7.106 -0.689 -0.267 0.309
H -5.898 -0.437 -1.528 0.385
H -6.770 0.948 -0.850 0.434
```